Formula: C45H52Br2GeN3OPTc
Source: the OMol25 dataset
Level of theory: ωB97M-V/def2-TZVPD

Geometry as XYZ:
```
106
C45H52Br2GeN3OPTc ωB97M-V/def2-TZVPD
Tc 0.59 0.11 0.24
Br -2.66 2.45 -2.88
C -0.79 2.26 -3.05
C -0.13 2.81 -4.16
C 1.23 2.67 -4.34
Br 2.04 3.42 -5.87
C 2.01 1.95 -3.38
C 3.39 1.73 -3.46
C 4.01 1.03 -2.44
C 3.26 0.57 -1.36
N 1.96 0.75 -1.26
C 1.33 1.42 -2.26
C -0.07 1.55 -2.08
O -0.60 1.01 -1.01
H -0.71 3.35 -4.89
H 3.96 2.11 -4.29
H 5.07 0.85 -2.46
H 3.75 0.05 -0.54
N -1.97 -2.48 0.29
P -2.24 -1.65 -1.16
C -3.40 -0.29 -0.74
C -4.68 -0.44 -1.26
C -5.70 0.43 -0.89
C -5.44 1.44 0.02
C -4.17 1.59 0.54
C -3.15 0.72 0.19
C -3.09 -2.64 -2.40
C -3.12 -2.00 -3.64
C -3.71 -2.61 -4.73
C -4.28 -3.86 -4.58
C -4.26 -4.50 -3.35
C -3.67 -3.90 -2.25
C -1.71 -1.91 1.54
C -2.28 -2.56 2.64
C -2.12 -2.06 3.91
C -1.39 -0.88 4.05
C -0.83 -0.33 2.93
N -0.92 -0.83 1.68
H -2.57 -3.30 0.39
H -4.91 -1.22 -1.97
H -6.69 0.30 -1.30
H -6.23 2.12 0.31
H -3.96 2.38 1.24
H -2.17 0.87 0.61
H -2.70 -1.00 -3.73
H -3.73 -2.11 -5.68
H -4.74 -4.35 -5.43
H -4.71 -5.47 -3.24
H -3.67 -4.40 -1.29
H -2.86 -3.46 2.48
H -2.58 -2.54 4.76
H -1.27 -0.41 5.01
H -0.29 0.60 3.02
C 7.03 1.72 4.55
C 5.62 1.73 3.98
C 5.62 1.82 2.46
C 4.22 2.04 1.91
Ge 2.88 0.65 2.50
C 3.07 -1.28 1.99
C 4.05 -1.92 2.98
C 4.25 -3.41 2.69
C 5.24 -4.01 3.68
H 7.00 1.61 5.63
H 7.53 2.66 4.32
H 7.61 0.91 4.13
H 5.06 2.58 4.38
H 5.08 0.81 4.27
H 6.06 0.92 2.03
H 6.24 2.67 2.15
H 4.22 2.05 0.82
H 3.85 3.01 2.25
H 2.47 0.63 3.96
H 3.46 -1.42 0.98
H 2.09 -1.78 2.06
H 3.68 -1.80 4.00
H 5.01 -1.41 2.91
H 4.63 -3.54 1.67
H 3.30 -3.93 2.77
H 6.21 -3.52 3.60
H 5.38 -5.07 3.48
H 4.88 -3.90 4.70
C 0.27 -3.49 -3.46
C -0.11 -3.20 -2.01
C 1.05 -3.51 -1.06
C -0.53 -1.71 -1.87
H 0.58 -4.52 -3.57
H 1.08 -2.84 -3.78
H -0.58 -3.32 -4.11
H -0.95 -3.85 -1.74
H 1.94 -2.93 -1.34
H 1.31 -4.56 -1.12
H 0.77 -3.30 -0.02
H -0.52 -1.20 -2.83
H 0.20 -1.24 -1.21
C 1.15 1.43 1.53
C 0.77 2.70 2.00
C 1.21 3.30 3.21
C 0.72 4.51 3.62
C -0.22 5.19 2.85
C -0.65 4.64 1.65
C -0.18 3.42 1.23
H 1.93 2.78 3.83
H 1.06 4.94 4.56
H -0.61 6.14 3.19
H -1.37 5.17 1.04
H -0.51 2.99 0.30
```

Its spin multiplicity is 1. As for the HOMO energy (spin up / spin down): -15.58 / -15.57 eV. The molar mass is 1012.32 g/mol. Its electronic energy is -262089.656 eV. Its HOMO-LUMO gap (spin up / spin down) is 5.49 / 5.34 eV. As for the charge: +3.